1.
18
Properties=species:S:1:pos:R:3 method="wB97M-V/def2-TZVPD" charge=0 total_energy_ev=-27173.474 relative_energy_kj_mol=1034.5
C -1.812 1.304 0.264
C 1.887 -0.663 -0.499
C -2.157 0.696 -0.835
C 2.918 0.146 -0.266
N -2.291 -1.255 0.411
N 1.070 1.284 0.285
N -1.628 -0.508 1.321
N 0.704 -0.042 -0.025
O 0.109 -2.277 1.043
O -2.325 -0.623 -0.929
O 2.513 1.322 0.321
S 0.068 -0.885 1.463
H -1.595 2.155 0.844
H 1.842 -1.649 -0.902
H -2.334 1.183 -1.786
H 3.968 0.067 -0.453
H -1.755 -2.132 0.258
H 0.817 1.877 -0.516

***

2.
53
Properties=species:S:1:pos:R:3 method="wB97M-V/def2-TZVPD" charge=-2 total_energy_ev=-49063.288 relative_energy_kj_mol=0.0
Na -1.148 -0.553 1.755
C -4.848 1.383 1.048
C -3.932 1.155 2.100
C -3.007 2.214 2.105
C -3.349 3.097 1.063
C -4.492 2.589 0.416
H -5.694 0.754 0.796
H -3.967 0.344 2.816
H -2.186 2.328 2.800
H -2.811 3.997 0.791
H -4.990 3.031 -0.439
C -0.188 0.776 5.818
C 0.074 0.072 4.488
O -0.947 -0.393 3.909
C 1.395 0.032 4.040
C 1.848 -0.471 2.761
C 3.332 -0.404 2.473
N 1.013 -0.929 1.890
N 1.547 -1.346 0.669
C 0.593 -1.789 -0.127
O -0.658 -1.865 0.050
C 1.114 -2.244 -1.478
C 0.199 -2.540 -2.482
C 0.630 -2.934 -3.743
C 1.986 -3.049 -4.015
C 2.907 -2.762 -3.012
C 2.476 -2.362 -1.758
H -0.755 1.689 5.622
H 0.726 1.035 6.355
H -0.813 0.136 6.445
H 2.150 0.461 4.688
H 3.879 -0.123 3.374
H 3.536 0.328 1.688
H 3.697 -1.361 2.098
H -0.851 -2.436 -2.243
H -0.099 -3.142 -4.519
H 2.324 -3.353 -5.000
H 3.971 -2.844 -3.214
H 3.173 -2.120 -0.968
S -2.416 0.935 -2.913
C -2.096 0.950 -1.192
N -0.862 1.001 -0.854
C -0.038 1.025 -1.969
C 1.356 1.019 -1.924
C 2.053 0.993 -3.113
C 1.380 0.973 -4.343
C 0.000 0.968 -4.397
C -0.708 0.990 -3.196
H -2.922 0.958 -0.487
H 1.847 0.973 -0.961
H 3.135 0.955 -3.095
H 1.950 0.934 -5.263
H -0.516 0.925 -5.348

***

3.
136
Properties=species:S:1:pos:R:3 method="wB97M-V/def2-TZVPD" charge=0 total_energy_ev=-91514.128 smiles="COCCCCCCCCCCc1ccc2c(c1)C(=O)c1c(cccc1[C@@H](C)F)C2=O.Fc1ccccc1.Fc1ccccc1.Fc1ccccc1.Fc1ccccc1.Fc1ccccc1.Fc1ccccc1"
C 2.978 -5.255 -2.305
O 1.811 -4.444 -2.192
C 1.372 -3.967 -3.470
C 0.124 -3.011 -3.309
C 0.391 -1.574 -3.944
C -0.047 -0.420 -2.917
C -1.106 0.574 -3.524
C -0.455 1.572 -4.588
C -0.124 2.989 -3.939
C 1.101 2.765 -2.938
C 1.578 4.079 -2.218
C 2.572 3.812 -0.985
C 3.250 2.423 -1.253
C 2.772 1.150 -0.724
C 3.404 -0.154 -1.030
C 4.556 -0.117 -1.912
C 5.060 1.171 -2.457
C 4.441 2.445 -2.150
C 6.287 1.129 -3.436
O 7.196 1.923 -3.364
C 6.236 -0.055 -4.465
C 5.748 -1.341 -3.909
C 5.620 -2.521 -4.745
C 5.989 -2.375 -6.171
C 6.470 -1.102 -6.718
C 6.604 0.105 -5.869
C 7.067 1.486 -6.411
C 8.601 1.367 -6.786
F 6.285 1.848 -7.554
C 5.335 -1.387 -2.395
O 5.621 -2.309 -1.666
H 2.769 -6.200 -2.888
H 3.318 -5.539 -1.275
H 3.783 -4.697 -2.875
H 2.256 -3.480 -3.973
H 1.069 -4.847 -4.107
H -0.141 -2.970 -2.221
H -0.736 -3.498 -3.838
H -0.158 -1.473 -4.915
H 1.509 -1.502 -4.080
H -0.458 -0.900 -1.979
H 0.904 0.087 -2.614
H -1.546 1.211 -2.701
H -1.982 0.007 -3.956
H 0.448 1.098 -5.060
H -1.235 1.692 -5.397
H -1.004 3.280 -3.310
H 0.127 3.748 -4.733
H 0.702 2.079 -2.145
H 1.900 2.283 -3.572
H 2.042 4.747 -3.000
H 0.657 4.601 -1.824
H 2.075 3.888 0.011
H 3.398 4.579 -1.040
H 1.857 1.171 -0.074
H 3.005 -1.116 -0.641
H 4.816 3.416 -2.556
H 5.243 -3.492 -4.339
H 5.856 -3.290 -6.801
H 6.696 -1.065 -7.806
H 6.940 2.327 -5.686
H 9.026 2.404 -6.754
H 8.673 0.904 -7.801
H 9.080 0.758 -5.976
F -2.541 -3.001 -1.541
C -2.969 -4.126 -0.940
C -2.482 -5.350 -1.360
C -2.924 -6.509 -0.732
C -3.853 -6.427 0.301
C -4.335 -5.189 0.708
C -3.886 -4.032 0.088
H -1.765 -5.394 -2.171
H -2.545 -7.473 -1.046
H -4.199 -7.331 0.789
H -5.060 -5.124 1.510
H -4.245 -3.057 0.399
F 4.048 -4.955 4.060
C 4.909 -4.160 3.397
C 6.071 -3.749 4.024
C 6.961 -2.932 3.338
C 6.674 -2.529 2.038
C 5.500 -2.946 1.421
C 4.614 -3.771 2.103
H 6.273 -4.066 5.040
H 7.879 -2.610 3.816
H 7.368 -1.889 1.506
H 5.276 -2.628 0.410
H 3.698 -4.113 1.635
F -7.225 -3.849 1.236
C -7.140 -2.707 1.938
C -7.754 -1.566 1.454
C -7.667 -0.386 2.181
C -6.958 -0.358 3.377
C -6.341 -1.512 3.850
C -6.437 -2.695 3.130
H -8.294 -1.606 0.516
H -8.149 0.512 1.815
H -6.886 0.564 3.939
H -5.785 -1.488 4.780
H -5.970 -3.605 3.487
F -7.012 2.321 5.459
C -7.268 3.386 4.676
C -6.456 4.501 4.766
C -6.716 5.599 3.956
C -7.792 5.572 3.074
C -8.603 4.445 2.998
C -8.338 3.343 3.800
H -5.629 4.507 5.463
H -6.082 6.476 4.012
H -7.997 6.430 2.445
H -9.443 4.426 2.314
H -8.954 2.453 3.748
F -4.082 5.173 6.425
C -2.937 4.718 6.972
C -2.829 4.638 8.349
C -1.651 4.164 8.911
C -0.593 3.786 8.092
C -0.714 3.877 6.710
C -1.896 4.340 6.146
H -3.661 4.945 8.971
H -1.557 4.090 9.988
H 0.327 3.421 8.532
H 0.112 3.586 6.072
H -2.011 4.409 5.072
F -2.040 4.029 2.766
C -2.258 2.701 2.709
C -3.245 2.141 3.500
C -3.472 0.772 3.437
C -2.702 -0.021 2.592
C -1.710 0.554 1.807
C -1.489 1.925 1.861
H -3.829 2.773 4.158
H -4.247 0.322 4.044
H -2.877 -1.090 2.547
H -1.108 -0.065 1.152
H -0.727 2.392 1.249

***

4.
36
Properties=species:S:1:pos:R:3 method="wB97M-V/def2-TZVPD" charge=0 total_energy_ev=-20368.063 relative_energy_kj_mol=313.9 smiles="C=CC(N)=C(C)C.O.O.O.O.O.O"
C -1.102 2.039 -0.838
C -0.466 0.964 -1.306
C -0.818 -0.379 -0.849
N -0.177 -0.840 0.326
C -1.893 -0.909 -1.468
C -2.398 -2.330 -1.051
C -2.608 -0.346 -2.586
H -0.765 3.018 -1.131
H -2.006 1.836 -0.253
H 0.441 0.963 -1.945
H 0.775 -1.043 0.125
H -0.514 -1.819 0.560
H -2.080 -2.816 -0.167
H -2.412 -3.004 -1.921
H -3.488 -2.112 -0.754
H -2.756 0.739 -2.727
H -2.190 -0.682 -3.618
H -3.657 -0.634 -2.574
O 2.190 0.325 -0.141
H 2.231 0.713 -1.082
H 2.398 1.100 0.579
O 2.670 2.397 1.285
H 2.168 2.894 0.678
H 2.089 2.195 2.090
O 1.810 -2.008 -2.344
H 0.903 -2.224 -2.389
H 1.835 -1.439 -1.609
O 3.102 -1.021 2.440
H 3.672 -1.535 1.846
H 3.509 -0.180 2.220
O 0.831 2.606 3.097
H 0.390 2.156 3.825
H 0.240 2.337 2.377
O -0.516 0.005 3.315
H -0.115 -0.419 2.507
H -1.295 -0.545 3.484

***

5.
21
Properties=species:S:1:pos:R:3 method="wB97M-V/def2-TZVPD" charge=0 total_energy_ev=-10978.209 relative_energy_kj_mol=354.1 smiles=CN[C@H](CO)[C@@H](C)O
C 1.962 -0.474 1.969
N 0.666 0.135 1.471
C 0.272 -0.262 0.077
C 1.079 0.508 -0.999
O 0.874 0.278 -2.313
C -1.269 -0.283 0.224
C -2.025 0.922 0.621
O -1.719 -0.824 -1.031
H 2.112 -1.488 1.473
H 1.800 -0.343 3.048
H 2.955 0.163 1.698
H 0.720 1.150 1.493
H 0.583 -1.452 -0.038
H 0.780 1.663 -0.946
H 2.075 0.259 -0.829
H 0.061 -0.042 -2.715
H -1.224 -1.085 1.063
H -1.445 1.457 1.377
H -3.064 0.606 0.876
H -2.217 1.695 -0.180
H -1.152 -1.622 -1.203